# C23H19Cl2N2

A 2-piece molecular cluster, C23H19Cl2N2 overall (ωB97M-V/def2-TZVPD, OMol25).

The geometry in XYZ format:
```
46
Properties=species:S:1:pos:R:3:forces:R:3:nbo_charge:R:1
Cl -5.54097 3.80229 -1.70643 -0.083 0.012 -0.016 0.10
C -4.06165 2.95440 -1.68413 0.612 -0.581 -0.002 0.04
C -4.05721 1.54763 -1.66502 0.292 0.098 -0.002 -0.25
C -2.84832 0.86401 -1.61926 0.174 0.176 0.080 -0.09
C -1.60983 1.55936 -1.60148 -0.429 0.406 -0.003 -0.18
C -0.37205 0.84470 -1.54346 0.208 0.046 -0.216 0.09
C 0.86149 1.47297 -1.65737 0.187 0.230 -0.043 -0.33
C 2.10074 0.84978 -1.62474 -0.549 0.127 0.002 0.08
C 3.33808 1.56653 -1.66531 0.565 0.393 -0.086 -0.17
C 4.57380 0.86644 -1.68441 -0.218 0.235 0.055 -0.10
C 5.78613 1.54362 -1.69275 -0.259 0.135 -0.003 -0.24
C 5.79616 2.95058 -1.68649 -0.621 -0.571 -0.008 0.04
Cl 7.28010 3.79087 -1.67955 0.087 0.022 -0.008 0.10
C 4.59290 3.67285 -1.68384 -0.387 -0.336 0.002 -0.24
C 3.38193 2.99085 -1.67517 0.434 -0.132 0.018 -0.11
C -1.64921 2.98423 -1.64643 -0.431 -0.096 0.020 -0.06
C -2.85568 3.67149 -1.68322 0.411 -0.322 0.010 -0.26
H -5.00025 1.00979 -1.68115 0.166 0.087 0.016 0.25
H -2.82412 -0.22679 -1.59467 -0.127 0.295 0.038 0.24
H -0.39510 -0.23892 -1.42051 -0.111 0.145 0.078 0.25
H 0.85815 2.55072 -1.80254 0.001 -0.354 0.103 0.21
H 2.12569 -0.23971 -1.56972 0.097 0.163 0.076 0.23
H 4.54655 -0.22385 -1.68877 0.131 0.264 0.013 0.23
H 6.72668 1.00062 -1.70041 -0.170 0.103 -0.005 0.25
H 4.61112 4.75930 -1.68417 0.039 -0.218 0.001 0.25
H 2.46005 3.57042 -1.66519 0.352 -0.109 0.016 0.22
H -0.72667 3.56268 -1.63674 -0.353 -0.113 0.020 0.21
H -2.86762 4.75757 -1.70869 -0.046 -0.212 0.015 0.25
C -0.28851 -2.21733 4.76561 0.124 0.184 0.127 -0.41
N -0.63274 -2.24417 3.35290 -0.072 -0.138 -0.028 -0.37
C -0.32672 -1.27045 2.43960 -1.239 -1.743 -1.243 0.22
N -0.78639 -1.59192 1.22473 0.794 1.203 0.438 -0.51
C -1.41392 -2.81832 1.33437 0.198 -0.143 1.255 0.06
C -1.33254 -3.25877 2.68239 0.313 0.809 -0.488 0.17
C -1.87747 -4.46176 3.10651 -0.337 -0.502 -0.307 -0.26
C -2.52955 -5.25342 2.13443 0.431 0.537 0.606 -0.20
C -2.61860 -4.83058 0.79459 0.269 0.584 -0.171 -0.22
C -2.06163 -3.60868 0.38350 -0.100 -0.224 0.125 -0.20
H -0.66487 -3.12951 5.23348 0.119 0.227 -0.015 0.22
H 0.79988 -2.15817 4.90402 -0.283 -0.168 -0.078 0.21
H -0.73164 -1.34290 5.26193 -0.020 -0.308 -0.142 0.21
H 0.22089 -0.37368 2.72411 -0.202 -0.264 -0.205 0.20
H -1.78406 -4.74778 4.15581 -0.198 -0.201 -0.381 0.22
H -2.97305 -6.20970 2.42262 0.182 0.369 -0.060 0.23
H -3.13033 -5.46847 0.06904 0.201 0.263 0.254 0.22
H -2.09962 -3.22888 -0.63798 -0.151 -0.375 0.140 0.21
```
Positions in Å, forces in eV/Å.

Properties
- LUMO energy: -5.595 eV
- Net charge: +1
- Energy relative to the best compared isomer or geometry (same formula, charge and spin): 0.35 kcal/mol
- Molecular weight: 394.32 g mol⁻¹
- Orbital gap: 4.93 eV
- HOMO: -10.524 eV